4 unconnected molecules or ions with the total composition C33H60ClIO14P4 at a distorted geometry. Source: the OMol25 dataset; level of theory: ωB97M-V/def2-TZVPD.

ORCA input file:
```
! wB97M-V def2-TZVPD RIJCOSX def2/J DEFGRID3
* xyz 0 1
C 2.4645 -1.0594 -1.8635
C 1.9070 -0.7834 -3.2689
C 1.5479 0.7097 -3.5212
I 1.5622 1.2059 -5.6177
C 2.2941 1.7098 -2.6626
C 3.7040 1.7761 -2.6070
C 4.3148 2.6984 -1.7566
C 3.5973 3.5642 -0.9574
C 2.2193 3.5303 -1.0370
Cl 1.3318 4.6586 -0.0599
C 1.5554 2.6193 -1.8727
P -0.2982 2.6891 -1.8629
C -0.9364 3.2298 -3.5108
C -1.0123 1.0556 -1.3698
C 5.8165 2.8150 -1.6437
O 6.3396 3.7823 -1.1594
C 6.6037 1.6617 -2.1303
C 6.0267 0.7674 -2.9211
C 4.6135 0.8877 -3.3909
O 4.3092 0.2868 -4.3903
H 3.5549 -1.0302 -1.8477
H 2.1846 -2.0820 -1.5993
H 2.0441 -0.4156 -1.0906
H 0.9565 -1.3209 -3.3326
H 2.5305 -1.1966 -4.0559
H 0.5077 0.7941 -3.2301
H 4.0940 4.2503 -0.2871
H -1.3276 4.2374 -3.3880
H -0.1212 3.2937 -4.2335
H -1.7162 2.5697 -3.8914
H -1.7848 1.1429 -0.6112
H -1.4927 0.6149 -2.2544
H -0.2517 0.3281 -1.0796
H 7.6377 1.5814 -1.8205
H 6.6036 -0.0893 -3.2489
O -0.5457 -0.0917 4.2147
P 0.3481 1.0561 4.5413
O 0.9740 1.4076 3.0682
C 0.1007 1.8558 2.0383
C -0.4478 3.2443 2.3072
O 1.6268 0.3132 5.2175
C 1.5472 -1.0358 5.6785
C 1.9964 -2.0074 4.6062
O 0.8584 2.5004 5.1612
C -0.0548 3.2777 5.9586
C -0.6631 2.4781 7.0932
H -0.7146 1.1385 1.9002
H 0.6888 1.8679 1.1185
H -1.1732 3.2237 3.1297
H -0.9560 3.6334 1.4244
H 0.3507 3.9290 2.5893
H 0.5418 -1.2683 6.0291
H 2.2099 -1.1123 6.5423
H 1.4911 -1.8212 3.6588
H 1.7972 -3.0365 4.9098
H 3.0666 -1.9024 4.4217
H -0.8389 3.6937 5.3195
H 0.5140 4.1167 6.3576
H -1.3131 1.6820 6.7090
H -1.2693 3.1162 7.7359
H 0.1134 2.0017 7.6922
O -7.3170 1.7280 6.1231
P -6.1726 1.4488 7.0230
O -6.8214 0.8877 8.4059
C -7.5625 -0.3287 8.3785
C -6.6760 -1.5349 8.1231
O -5.7297 2.9410 7.5056
C -6.2442 4.1108 6.8708
C -7.4751 4.6276 7.5874
O -4.6492 0.9085 7.3264
C -3.9293 0.2283 6.2798
C -3.8864 1.0243 4.9920
H -8.3571 -0.2668 7.6298
H -8.0370 -0.4223 9.3550
H -6.3198 -1.5419 7.0878
H -7.2253 -2.4618 8.2902
H -5.8012 -1.5176 8.7731
H -6.4483 3.9228 5.8171
H -5.4543 4.8637 6.9119
H -8.2089 3.8375 7.7442
H -7.9457 5.4303 7.0171
H -7.2085 5.0139 8.5724
H -4.3712 -0.7566 6.1068
H -2.9175 0.0650 6.6502
H -4.8862 1.1233 4.5538
H -3.2489 0.5302 4.2579
H -3.5118 2.0344 5.1706
O 1.9779 -4.4459 -6.8668
P 2.5399 -4.5670 -8.2342
O 3.5743 -5.8235 -8.1769
C 3.0706 -7.1206 -7.8753
C 2.2126 -7.6787 -8.9973
O 3.5968 -3.3333 -8.2963
C 3.6118 -2.3153 -7.2931
C 4.6027 -2.6486 -6.1971
O 2.4170 -4.5337 -9.8761
C 1.1133 -4.4168 -10.4742
C 0.3274 -3.2392 -9.9315
H 2.5114 -7.0966 -6.9358
H 3.9394 -7.7612 -7.7249
H 1.2575 -7.1466 -9.0560
H 1.9939 -8.7337 -8.8299
H 2.7124 -7.5672 -9.9595
H 2.6113 -2.1515 -6.8935
H 3.9104 -1.3880 -7.7851
H 4.4575 -3.6621 -5.8213
H 4.5076 -1.9504 -5.3662
H 5.6241 -2.5944 -6.5782
H 0.5572 -5.3479 -10.3315
H 1.2704 -4.2966 -11.5454
H 0.0815 -3.3832 -8.8734
H -0.6097 -3.1177 -10.4748
H 0.9067 -2.3187 -10.0069
*
```

* frontier orbital gap: 6.584 eV
* LUMO: -1.290 eV
* energy relative to the best compared isomer or geometry (same formula, charge and spin): 0.000 eV
* SMILES string: CC[C@H](I)c1c2c(cc(Cl)c1P(C)C)C(=O)C=CC2=O.CCOP(=O)(OCC)OCC.CCOP(=O)(OCC)OCC.CCOP(=O)(OCC)OCC

These are the Mulliken partial charges, in e, on atoms 1 to 5:
1 C -1.15
2 C -0.07
3 C -1.31
4 I 0.08
5 C 0.66